{"formula": "C34H37N2O2", "method": "the ωB97M-V functional and the def2-TZVPD basis", "elements": ["C", "O", "C", "C", "C", "C", "C", "C", "C", "C", "C", "C", "C", "C", "C", "C", "C", "O", "C", "C", "C", "C", "C", "C", "C", "C", "H", "H", "H", "H", "H", "H", "H", "H", "H", "H", "H", "H", "H", "H", "H", "H", "H", "H", "H", "H", "H", "H", "H", "H", "H", "H", "H", "H", "H", "H", "C", "C", "C", "N", "C", "C", "C", "C", "C", "N", "C", "C", "H", "H", "H", "H", "H", "H", "H"], "coordinates": [[8.5708, 2.5776, -1.0197], [8.3954, 1.1470, -1.0227], [7.1399, 0.6330, -1.0169], [7.0292, -0.7816, -1.0184], [5.7881, -1.3799, -1.0054], [4.5748, -0.6236, -0.9760], [3.2827, -1.2474, -0.9172], [2.0728, -0.5514, -0.8792], [0.7853, -1.0791, -0.7887], [-0.3982, -0.2817, -0.8631], [-1.6896, -0.8972, -0.8817], [-2.8666, -0.1977, -0.9232], [-4.2471, -0.9012, -0.9448], [-5.0729, -0.4919, 0.2778], [-4.1203, -2.4249, -0.9423], [-5.0412, -0.5051, -2.1968], [-2.8046, 1.2785, -0.9511], [-3.8586, 1.9677, -0.9662], [-1.4853, 1.9320, -0.9552], [-1.4055, 3.4811, -0.9832], [-2.0962, 4.0446, -2.2286], [0.0348, 3.9940, -0.9921], [-2.0934, 4.0703, 0.2509], [-0.3625, 1.1469, -0.9111], [4.7287, 0.7875, -0.9900], [5.9586, 1.4148, -1.0103], [9.6485, 2.6963, -1.0176], [8.1302, 3.0309, -1.9206], [8.1268, 3.0284, -0.1191], [7.9611, -1.3417, -1.0305], [5.7372, -2.4644, -1.0086], [3.2469, -2.3417, -0.9320], [2.1423, 0.5321, -0.9456], [0.6474, -2.1587, -0.6828], [-1.6970, -1.9912, -0.8682], [-5.2343, 0.5885, 0.2559], [-6.0449, -1.0014, 0.2562], [-4.5522, -0.7673, 1.2017], [-3.5680, -2.7756, -1.8217], [-3.6314, -2.7899, -0.0305], [-5.1243, -2.8702, -0.9802], [-4.4960, -0.7951, -3.1014], [-6.0130, -1.0152, -2.1951], [-5.2079, 0.5742, -2.2016], [-3.1508, 3.7639, -2.2298], [-2.0168, 5.1391, -2.2275], [-1.6154, 3.6614, -3.1347], [0.5768, 3.6796, -0.0930], [0.5718, 3.6580, -1.8866], [0.0245, 5.0927, -1.0051], [-1.6167, 3.6936, 1.1619], [-2.0077, 5.1638, 0.2345], [-3.1495, 3.7946, 0.2509], [0.6120, 1.6346, -0.8875], [3.8457, 1.4259, -0.9750], [6.0198, 2.5056, -1.0196], [1.8645, -2.3276, 2.4234], [0.5880, -1.6270, 2.6937], [0.6680, -0.2410, 2.9196], [0.7750, 0.9191, 3.0990], [-0.6676, -2.2797, 2.8111], [-0.8424, -3.6719, 2.5141], [-2.0940, -4.2560, 2.6117], [-3.2046, -3.5013, 3.0174], [-4.5092, -4.1056, 3.0882], [-5.5778, -4.5788, 3.1418], [-3.0388, -2.1520, 3.3535], [-1.8033, -1.5422, 3.2416], [1.7656, -3.3944, 2.2237], [2.3573, -1.8501, 1.5661], [2.5238, -2.2062, 3.3012], [0.0159, -4.2725, 2.2026], [-2.2258, -5.3147, 2.3791], [-3.8861, -1.5743, 3.7175], [-1.6929, -0.4873, 3.5032]], "gap_ev": 3.85, "lumo_energy_ev": 0.8, "spin_multiplicity": 1, "e_homo_ev": -3.094, "charge": -1}